1.
139
Properties=species:S:1:pos:R:3:forces:R:3:lowdin_charge:R:1 method="wB97M-V/def2-TZVPD" spin_multiplicity=1 total_charge=+1 homo_ha=-0.4487 gap_ev=10.88 energy_ha=-4988.78600 de_lowest_ev=0.000
H -5.58179 2.34096 4.19574 0.353 0.029 -0.335 0.074
H -0.73365 -0.26588 0.51795 -0.093 -0.682 0.052 0.058
H -1.00841 -5.58636 -0.02783 0.353 -0.596 -0.365 0.119
H 5.17533 1.32535 -3.77848 -0.039 -0.071 0.014 0.073
O 3.37056 -1.05682 2.37953 -1.541 1.569 0.011 -0.169
C 3.67770 2.42047 3.66673 1.819 2.252 1.985 -0.313
H -2.40380 4.00266 -0.03617 -0.119 -0.379 0.899 0.088
H -4.82749 4.79867 -1.55508 -0.179 -0.287 -0.433 0.085
P 2.55350 -1.07152 -2.81476 2.134 -0.201 1.357 0.544
C -1.12637 -4.07361 4.07698 0.410 -0.413 1.358 -0.282
C 0.43972 4.47958 -0.97022 -0.466 0.366 -1.924 -0.214
C -3.87927 4.26172 -1.52317 0.124 0.873 -0.256 -0.071
H 2.60176 -3.45114 -6.10739 0.017 0.299 0.195 0.077
H 2.46042 -1.37282 7.26253 0.600 0.011 -0.399 0.091
H 5.53513 1.81581 4.71438 -0.009 0.036 -0.101 0.075
H -3.89220 3.35305 -2.12383 -0.185 -0.301 0.667 0.052
H 1.46939 -4.71680 -5.83716 -0.248 -0.083 0.668 0.081
H 5.83039 0.31352 0.42188 -0.411 0.529 -0.180 0.079
H -2.30952 -2.61624 5.15089 -0.041 -0.139 0.041 0.079
C -2.81973 -0.32971 -5.09452 -0.164 -0.803 0.652 -0.211
N -0.21455 0.20728 -0.21178 -0.345 0.164 1.552 0.244
H -3.85442 0.69911 -3.33638 0.288 -0.870 0.156 0.073
H -3.69793 0.88258 3.10374 -0.015 0.049 0.010 0.110
H -0.46830 4.03792 -1.38190 0.213 -0.822 0.283 0.085
C 1.44101 4.12483 1.24629 -1.667 -1.264 0.629 -0.237
H -0.56031 -0.39870 -3.66267 0.548 0.251 0.421 0.088
H -4.21593 -3.12903 0.57327 -0.205 0.132 0.077 0.129
C -0.29179 -5.62585 0.79287 -0.963 -1.802 0.728 -0.281
H 0.88377 5.89034 0.50459 -0.513 0.550 -0.463 0.117
H 1.09059 -0.74947 6.41751 -0.132 0.020 0.015 0.074
H 6.46013 -0.13454 -1.15706 -0.102 0.010 -0.139 0.082
O -5.21347 1.18933 1.72095 0.886 0.605 -1.822 -0.180
C -3.47063 4.22280 -0.05003 -0.816 -0.407 -1.651 -0.217
C -6.57679 1.71317 -2.50013 0.168 -0.662 0.012 -0.057
O 2.67262 0.21341 -3.73703 -1.442 -1.273 -0.018 -0.204
H 3.04453 0.37879 -5.76616 -0.410 0.198 0.158 0.118
H 3.11826 2.38474 4.60267 -0.684 -1.221 -0.290 0.118
H 0.81338 -2.72283 -4.12132 -0.197 -0.176 -0.541 0.103
H -3.81173 1.64816 -4.69258 0.571 0.128 -0.576 0.102
O 0.04926 -4.29323 1.05442 -0.356 3.021 1.087 -0.195
C 2.18762 -4.08164 -5.32020 0.641 0.518 0.429 -0.048
H -6.74059 0.80495 -0.49649 -0.343 0.047 -0.224 0.120
H 0.88605 3.24263 1.56879 0.690 -0.506 0.245 0.105
C -4.75380 0.65681 2.95467 -0.535 0.356 2.098 -0.249
H -3.44428 -0.60015 -5.94622 -0.249 0.871 -0.134 0.115
C 4.29370 0.06103 -1.15219 -0.009 0.685 0.389 -0.299
H 1.42849 -6.55962 1.66724 0.103 -0.032 -0.020 0.068
H 0.50846 5.39219 -1.56300 0.517 -0.245 -0.414 0.109
H -0.88430 0.77741 -0.71624 0.447 0.217 -0.582 0.037
O -4.34828 3.31728 0.67338 0.725 -1.307 0.711 -0.189
O 2.77754 -2.38829 -3.73801 1.098 2.567 0.827 -0.187
C 2.16915 -0.62610 6.52503 -1.505 0.791 0.398 -0.054
C 2.62049 -2.27616 2.30249 -0.537 -2.364 0.116 -0.300
H -0.84057 -5.97403 1.66990 -0.390 -0.185 -0.038 0.108
P -1.03679 -3.16335 1.57715 -0.326 0.515 -1.030 0.556
O 2.67409 4.14106 -2.35460 0.122 -0.630 0.437 -0.318
H 5.55780 -1.26170 -0.14628 0.132 -0.194 -0.133 0.079
H -1.54213 -5.03120 4.39228 -0.375 0.160 0.236 0.121
O 1.42776 0.71684 1.75960 1.515 -0.994 2.275 -0.229
H 4.94915 1.92950 -5.41193 0.095 -0.499 -0.250 0.083
H -3.15286 4.86950 -2.06507 0.049 0.329 0.106 0.082
H 1.68643 -3.92282 -3.21067 -0.463 -0.473 -0.263 0.118
C -6.19778 1.59521 -1.01574 -1.057 0.953 -0.668 -0.294
H -1.02287 -3.32953 6.14001 0.060 -0.059 -0.077 0.080
H 5.74720 2.94838 3.32103 0.236 -0.328 0.032 0.076
H 2.33593 0.38183 6.90569 -0.231 -0.138 0.548 0.085
H 1.78348 -2.25979 3.00158 0.146 0.066 0.353 0.091
H -1.49544 0.67178 -6.31625 0.686 -0.171 -0.435 0.117
C 0.40686 4.91064 0.43724 1.481 1.650 1.487 -0.230
H 3.80857 2.34781 -4.22511 -0.250 -0.207 0.227 0.073
O 3.66976 1.37862 2.75163 -1.075 -1.791 -0.100 -0.166
H -4.33492 -0.97564 -0.61962 0.047 0.110 -0.427 0.067
H 1.75156 4.68159 2.13001 -0.059 -0.053 -0.012 0.114
C 3.59083 0.27414 -4.82803 0.854 1.146 -0.878 -0.247
H -3.38271 -1.85996 1.46974 -0.223 0.502 -0.203 0.108
H 0.43910 0.78026 -4.63477 -0.165 0.287 0.437 0.099
H 0.58075 -7.63536 0.56579 -0.138 0.167 -0.172 0.081
H -4.86966 -0.42695 2.93799 -0.038 -0.005 -0.103 0.109
H -0.09140 -4.34577 3.86380 0.294 0.456 -0.022 0.111
H 4.04517 -3.47586 3.45046 0.120 -0.033 0.033 0.072
H 0.40545 -0.41526 -0.71962 -0.357 -0.359 -0.874 0.045
H 4.36195 0.97824 -1.73755 -0.513 0.399 0.516 0.105
H 3.11226 -1.60353 4.83963 -0.724 -0.091 -0.506 0.112
H 5.08006 3.54964 4.79998 0.109 -0.115 0.276 0.080
O -0.43082 -1.79390 1.65088 -0.473 -2.321 0.677 -0.242
C 5.59921 -0.22885 -0.49510 0.956 -0.978 0.557 -0.061
C -3.45864 -1.61474 -0.72754 -0.437 0.363 0.057 -0.054
H -6.14580 2.53974 -3.06534 0.092 0.387 0.591 0.071
H 1.61278 -6.30148 -0.07143 -0.005 -0.206 -0.067 0.073
C 1.74782 -3.28472 -4.09313 -1.153 -0.439 0.564 -0.275
O -2.23186 -3.20017 0.50252 2.806 -1.935 0.638 -0.185
P 2.47364 0.28564 2.74453 0.855 0.445 -1.789 0.560
C 5.12216 2.66255 4.16726 -0.637 0.493 -0.732 -0.054
O -1.80886 -3.72735 2.89778 0.583 0.667 -2.347 -0.182
H 3.51471 0.01380 -0.39058 -0.222 0.688 -0.105 0.106
P -4.15330 1.70350 0.62277 0.082 0.832 -1.950 0.531
O 4.03292 -0.96373 -2.08234 -1.943 -2.210 -1.649 -0.184
H -6.41990 2.55736 -0.55189 -0.300 -0.020 0.204 0.113
C 2.63073 3.82868 0.36288 0.491 0.440 0.635 -0.212
O 1.63420 2.06070 -1.34992 0.400 1.344 -0.047 -0.325
H -6.24861 0.84473 -3.07280 -0.178 -0.350 0.204 0.067
C 0.91438 -6.60804 0.70712 -0.429 1.526 -0.093 -0.042
H -6.70360 1.07714 3.83060 -0.001 -0.162 -0.057 0.074
C -5.65966 1.25904 4.08713 0.089 -0.104 -0.661 -0.052
O 2.02325 0.14563 4.26910 -0.979 -0.345 -1.524 -0.160
C -1.35568 -0.11889 -5.57830 -1.559 0.882 0.665 -0.193
H -5.50530 0.85944 5.08933 0.332 -0.368 -0.212 0.073
H -2.58184 -0.99025 -0.89440 -0.080 0.038 0.175 0.064
H 0.46053 0.71196 0.35710 0.003 0.829 -0.032 0.043
O -4.83220 1.34364 -0.85095 2.011 -0.231 2.011 -0.231
H -3.58342 -2.27244 -1.58792 -0.061 -0.045 0.019 0.087
H 3.01759 -4.45745 2.41706 -0.440 0.256 -0.024 0.069
O -2.74826 1.21700 0.66284 -1.615 0.381 0.452 -0.222
H 3.28595 3.05980 0.77197 -0.311 -0.481 -0.446 0.092
S -1.69214 1.64229 -3.59689 -1.188 -1.453 0.625 0.728
C 2.79038 -0.61787 5.17643 2.564 -0.475 0.701 -0.295
H 3.74190 -0.09557 5.29272 0.263 0.050 -0.146 0.117
H -0.64958 -2.12178 4.88364 0.051 0.028 0.044 0.062
O -1.74262 2.93061 -4.22300 1.062 0.709 0.137 -0.309
H 4.21047 -0.60421 -5.00943 -0.091 -0.244 0.750 0.120
C -3.39018 -2.41780 0.53258 -0.490 -0.039 0.424 -0.274
C 3.52576 -3.49620 2.49169 0.757 0.620 0.641 -0.053
H -7.66171 1.78149 -2.57924 0.008 -0.008 -0.018 0.081
O -1.60751 1.52077 -2.12593 -0.146 0.616 -2.156 -0.363
H -2.97446 -1.22890 -4.49568 0.691 -0.161 0.312 0.104
H 3.23567 4.73484 0.41533 0.078 0.139 -0.910 0.116
C 4.42829 1.51158 -4.54996 0.298 0.516 -0.195 -0.055
C -1.27965 -2.97300 5.14277 0.166 -0.294 -0.635 -0.047
H 4.27623 -3.49513 1.70071 0.103 0.068 0.028 0.080
S 1.95635 3.48774 -1.28264 -1.035 0.000 0.319 0.731
H -3.72512 5.21392 0.32323 0.449 -0.177 0.445 0.124
C -3.23189 0.85623 -4.21799 -0.237 0.440 0.336 -0.204
H -0.57528 5.05105 0.88657 0.050 -0.543 0.071 0.114
H -1.02008 -1.06126 -6.00923 0.511 0.315 0.010 0.115
O 1.38304 -1.09139 -1.88268 1.459 -0.342 -1.832 -0.235
H 3.01275 -4.64729 -4.88685 0.066 -0.471 -0.665 0.082
C -0.55762 0.42973 -4.37182 -0.902 -0.723 -0.649 -0.191
H 3.33496 3.37713 3.26989 -0.099 -0.207 -0.768 0.100
H 2.13326 -2.59957 1.38170 -0.011 1.608 -0.725 0.101

=====

2.
36
Properties=species:S:1:pos:R:3:forces:R:3:nbo_charge:R:1 method="wB97M-V/def2-TZVPD" smiles="CNC(=O)[C@@H](C)NC(=O)[C@H](NC(C)=O)[C@@H](C)O" spin_multiplicity=1 homo_ha=-0.3436 gap_ev=9.93 energy_ha=-857.67157 de_lowest_ev=2.313
O -1.01716 -0.61815 1.21684 0.257 -0.589 0.083 -0.613
N -2.54230 -1.61576 -1.46034 0.466 2.438 -2.360 -0.603
H 1.78390 3.12959 -0.32863 0.838 -0.069 0.622 0.216
H -1.94528 -0.77781 -1.67059 -1.302 -1.018 0.144 0.395
H 0.87788 3.66341 1.19859 0.572 0.436 -0.304 0.231
C 2.40091 1.49051 2.44767 0.233 -0.851 -1.813 0.690
H 3.43883 1.05617 4.24353 -1.026 0.662 -0.134 0.247
C -0.07016 -0.44060 0.47288 -0.672 -0.225 0.265 0.686
C 0.35070 -3.00061 -2.28547 1.105 -0.252 0.254 -0.604
H 0.22449 -2.32537 -3.08210 -0.603 1.003 -1.243 0.201
O 3.26912 1.56870 1.56983 -0.778 0.424 1.444 -0.633
N 1.14995 1.00030 2.06864 0.442 -0.007 -0.239 -0.640
H -4.51927 -1.20392 -1.10375 -0.253 -0.523 -0.494 0.202
C 0.03943 2.01248 0.10355 0.457 0.375 1.591 0.108
H 3.00672 2.73640 4.07987 0.653 1.774 0.021 0.239
C 0.81432 0.76489 0.69315 1.278 1.466 -2.257 -0.163
H 0.49449 2.57410 -1.49842 0.125 0.047 -1.771 0.475
H -0.06211 -3.15602 -0.25194 0.240 -0.257 0.814 0.225
H 0.04069 -3.99958 -2.66379 -0.034 0.672 0.856 0.244
C -1.83041 -2.69280 -1.14651 -0.738 0.898 1.648 0.668
H 1.44412 -2.97768 -2.16519 -0.204 -0.423 0.239 0.213
H 0.35497 4.02280 -0.51870 -0.308 0.169 0.824 0.209
N 0.24178 -1.16656 -0.65215 -0.354 1.426 0.888 -0.627
H 0.34765 0.76967 2.61978 0.081 0.139 1.127 0.421
O -0.09317 1.86916 -1.26304 -0.999 -1.323 -1.322 -0.719
O -2.38921 -3.71811 -0.80544 0.927 -0.937 -0.522 -0.631
C 2.63610 1.77910 3.91552 1.032 -2.374 -1.296 -0.693
C -0.31030 -2.44483 -1.01345 -0.055 -2.091 -0.797 -0.143
H -4.23159 -2.73994 -2.03607 0.124 0.606 0.108 0.236
H -0.93401 2.15325 0.63205 0.453 -0.399 -0.427 0.178
C 0.84117 3.30997 0.16822 -0.634 -0.040 0.824 -0.655
C -3.95301 -1.67752 -1.92866 0.498 -0.412 2.574 -0.419
H -4.17613 -1.12303 -2.80338 0.360 0.472 -1.023 0.200
H 1.72638 1.65534 4.41957 -1.113 -0.337 1.136 0.214
H 0.84362 -0.55940 -1.19557 0.010 -1.050 -0.863 0.416
H 1.74690 0.68184 0.02350 -1.078 0.171 1.403 0.229

=====

3.
80
Properties=species:S:1:pos:R:3:forces:R:3:lowdin_charge:R:1 method="wB97M-V/def2-TZVPD" spin_multiplicity=1 total_charge=+2 homo_ha=-0.4322 gap_ev=2.29 energy_ha=-2230.29068 de_lowest_ev=0.000
H -6.29948 4.11661 -4.09495 0.015 -0.109 -0.219 0.096
C -6.31087 -3.47612 -5.55799 -0.248 -0.119 0.868 -0.148
C 0.49968 -0.60232 1.41792 0.011 -0.037 0.468 -0.162
H -4.13007 -7.03221 -8.35515 0.031 0.188 0.091 0.104
H 2.92435 -1.80652 3.53431 -0.208 0.184 -0.552 0.127
N -3.33887 -4.26184 -6.69941 1.176 0.315 -0.452 -0.274
H -5.82364 -0.32986 -7.69103 0.201 0.241 0.430 0.063
N -5.05384 -3.05446 -5.11676 -0.035 1.329 1.065 -0.268
C -5.18934 -2.77068 -3.74700 -0.491 -0.949 -0.291 -0.174
H -4.48602 2.11374 -11.29458 -0.106 0.092 -0.016 0.098
H 3.84456 -2.53300 1.36307 -0.323 0.144 -0.247 0.120
C -6.95253 3.01602 -5.95795 0.914 -0.683 -0.227 -0.056
H -4.02602 2.58303 -4.37513 -0.247 0.229 -0.123 0.069
C -1.38796 -1.87685 -0.93163 -1.973 -0.887 0.683 -0.243
C -4.67415 1.31644 -9.24194 0.613 0.131 -0.779 -0.149
H -0.43164 -0.02606 1.46209 0.315 -0.124 0.184 0.081
C -4.03882 1.91704 -10.33763 -0.033 -0.458 1.812 -0.066
P -3.86826 0.59280 -6.42624 -2.744 1.673 -4.472 1.087
H -2.08546 -2.25014 -3.00520 0.009 0.106 0.622 0.103
H -6.64220 1.49386 -7.55622 0.215 0.354 0.423 0.090
C 1.09586 1.42844 -1.38190 0.157 0.783 0.098 -0.257
C -1.84642 -1.99152 0.42689 1.845 1.574 -2.076 0.044
C 1.19479 -0.86935 2.62372 -0.415 0.156 -0.422 -0.050
C -2.62402 -0.17025 -2.74112 -0.443 0.179 -0.093 -0.257
C -1.93659 0.84274 -0.53300 -1.969 1.545 -1.925 -0.101
H -3.71463 -0.04700 -2.82262 0.046 0.094 0.187 0.135
H -5.27545 -5.23242 -6.70378 0.253 -0.152 0.096 0.081
H -3.63608 -1.64722 -8.16522 -0.369 0.018 0.120 0.087
H -6.53219 -3.64197 -6.60124 0.114 -0.043 0.164 0.110
H -5.09055 -2.62984 -7.88104 0.347 -0.009 0.258 0.087
C -3.66572 -6.14606 -7.94258 0.004 1.166 0.729 -0.070
N -3.76542 1.18274 -8.19951 1.810 -0.465 0.893 -0.240
H -2.69774 -0.86375 2.03782 0.253 -0.326 -0.633 0.142
C -4.40983 -1.90458 -7.41956 0.689 0.264 0.541 -0.386
H 0.78718 -0.53274 3.58041 0.070 -0.030 -0.374 0.119
C -6.42913 -3.21569 -3.30154 0.807 0.462 -0.323 -0.077
C -6.09718 3.38261 -4.86652 0.729 -0.344 -0.065 -0.087
H -4.02063 0.11820 -0.45160 0.770 0.130 -0.242 0.135
C -6.28856 2.04214 -6.69034 -0.240 0.528 0.966 -0.118
H -8.18303 -3.98841 -4.48208 0.344 0.103 -0.110 0.111
H 0.51755 2.35019 -1.44760 -0.166 0.331 -0.236 0.019
H -5.69817 0.98459 -9.17350 0.235 -0.006 -0.104 0.086
H -1.58669 -6.15063 -8.80268 -0.076 0.086 0.066 0.099
C -2.55148 1.71307 -8.62901 -0.575 0.330 -0.949 -0.175
H -2.26379 1.98876 -2.40722 1.686 -0.222 0.079 0.161
H -7.93357 3.41750 -6.19942 0.339 -0.113 0.135 0.109
H -3.83307 -1.69906 1.06573 0.359 0.351 -0.292 0.164
C 2.17847 -1.76011 0.15839 0.366 0.128 0.566 -0.114
C -5.14247 -0.67115 -6.90962 0.657 -0.358 0.489 -0.416
C 0.97832 -1.05725 0.18879 0.178 0.497 -1.470 -0.253
H 2.57676 -2.07844 -0.80934 0.189 -0.109 0.456 0.093
H -6.72392 -3.29612 -2.25240 -0.118 0.315 -0.558 0.100
H -5.69758 -0.83675 -5.97068 -0.121 -0.275 -0.489 0.078
H 2.06164 1.66406 -1.84342 -0.016 -0.289 -0.447 0.039
H -1.21107 -2.54550 1.14078 -0.656 -0.135 -0.515 0.150
C -2.03305 1.00173 -1.95559 -1.286 -0.326 1.906 -0.224
Hf -0.08241 -0.23280 -2.00299 2.559 -1.493 2.881 1.794
C 2.39689 -1.57373 2.59955 -0.241 0.000 -0.279 -0.060
C -2.16329 -4.52375 -7.43054 -0.629 -0.825 0.074 -0.171
C -2.70646 2.20735 -9.92963 0.201 -0.575 1.237 -0.090
H -4.38728 -2.23103 -3.25320 -0.400 -0.594 -0.186 0.031
C 2.89317 -1.99547 1.36699 -0.110 -0.247 -0.491 -0.047
C -7.16033 -3.62167 -4.46515 1.008 0.139 -0.317 -0.054
H -1.31870 1.51354 0.07293 -0.116 0.066 -0.425 0.127
H -0.61995 -2.62977 -1.21362 -0.243 0.414 0.329 0.117
H -1.94060 2.73646 -10.47694 -0.077 -0.189 -0.099 0.094
C -4.26532 -5.23806 -7.07610 0.403 -0.449 -0.300 -0.139
C -2.89218 -1.10074 0.96845 -0.656 0.411 0.837 -0.131
N -5.04735 1.79796 -6.08887 -0.399 0.680 1.394 -0.305
C -3.12269 0.24812 0.17977 -0.513 -2.135 0.756 -0.114
C -2.38674 -1.61375 -2.14403 -0.316 -0.684 0.157 -0.206
P -3.52247 -2.63747 -5.94053 -3.042 -3.031 -1.879 1.072
H 1.37392 1.35064 -0.32965 -0.186 -0.188 0.142 0.019
H -1.69288 1.66037 -7.96135 -0.211 0.224 -0.330 0.080
C -4.93069 2.63802 -4.97495 -1.195 0.003 -0.359 -0.170
H -3.44306 1.01523 0.90652 0.378 -0.162 -0.142 0.153
H -1.33003 -3.84056 -7.34222 0.076 -0.190 -0.048 0.085
C -2.33292 -5.68883 -8.17246 -0.071 1.020 0.656 -0.085
H -3.38008 -2.01048 -1.87829 0.651 0.176 0.179 0.104
H -2.36810 -0.13574 -3.82603 0.240 0.168 0.519 0.075

=====

4.
13
Properties=species:S:1:pos:R:3:forces:R:3:nbo_charge:R:1 method="wB97M-V/def2-TZVPD" smiles="O=C(O)/C(CO)=N/O" spin_multiplicity=1 homo_ha=-0.3864 gap_ev=10.12 energy_ha=-472.95828 de_lowest_ev=3.025
H -0.55005 -0.00152 1.87357 0.031 0.316 0.156 0.226
N 0.97126 0.15500 -1.01073 -0.803 2.097 -0.451 -0.119
O -1.19282 -1.57350 -1.48397 1.646 1.343 -0.621 -0.638
O -1.31119 -1.77306 0.72444 0.716 1.605 -1.576 -0.548
H -0.53423 -1.07974 -2.05568 -1.130 -0.725 0.231 0.495
C -0.87986 -1.16093 -0.24712 -0.620 -2.040 1.499 0.732
H 0.74317 2.28097 1.03871 1.325 1.349 -0.926 0.477
O 1.66380 1.39753 -0.72949 0.357 -1.265 -0.674 -0.601
C 0.07343 0.02023 -0.12142 0.462 -1.027 1.353 0.096
H 2.22056 1.53704 -1.52131 -0.324 -0.285 0.585 0.492
O 0.05395 1.90257 1.53526 -0.783 -0.369 0.834 -0.677
C 0.21460 0.55228 1.32868 -1.195 -1.601 -0.735 -0.119
H 1.16277 0.08047 1.60898 0.318 0.601 0.325 0.183